(1)
Entry from the OMol25 dataset: C42H34CeF3N7O2S2 as an isolated structure (wB97M-V/def2-TZVPD).

The geometry in XYZ format:
```
91
C42H34CeF3N7O2S2 | the OMol25 dataset | wB97M-V/def2-TZVPD
Ce -0.489 1.547 -1.162
O -2.651 5.260 -1.942
C -1.776 4.498 -1.567
N -1.124 3.533 -2.261
C -1.244 3.468 -3.689
C -1.437 4.605 -4.472
C -1.530 4.525 -5.851
C -1.441 3.292 -6.467
C -1.215 2.156 -5.706
C -1.084 2.226 -4.316
N -0.862 1.080 -3.476
C -0.412 -0.085 -3.994
O 0.023 -0.349 -5.106
C -0.439 -1.243 -3.012
C -0.575 -2.533 -3.508
C -0.516 -3.599 -2.634
C -0.285 -3.350 -1.286
C -0.149 -2.043 -0.878
N -0.239 -0.993 -1.713
C -1.282 4.647 -0.136
C -1.651 5.788 0.556
C -1.118 6.016 1.810
C -0.237 5.084 2.339
C 0.046 3.954 1.602
N -0.466 3.720 0.384
H -1.536 5.562 -3.981
H -1.684 5.424 -6.437
H -1.535 3.207 -7.544
H -1.119 1.199 -6.192
H -0.706 -2.659 -4.573
H -0.631 -4.615 -2.994
H -0.213 -4.154 -0.564
H 0.050 -1.813 0.160
H -2.335 6.471 0.074
H -1.373 6.911 2.364
H 0.223 5.228 3.308
H 0.707 3.198 1.998
S -2.499 0.403 0.588
C -1.774 -0.439 1.834
N -2.346 -1.484 2.387
C -1.696 -2.174 3.515
C -1.092 -1.125 4.394
N -0.107 -0.378 3.595
C 1.202 -0.173 4.256
C 1.924 -1.491 4.422
C 2.113 -2.029 5.690
C 2.752 -3.256 5.846
C 3.198 -3.951 4.732
C 3.012 -3.418 3.460
C 2.380 -2.193 3.304
C -0.372 -0.066 2.346
S 0.756 0.627 1.320
C -3.623 -2.059 1.899
C -3.403 -3.237 0.981
C -3.537 -3.063 -0.394
C -3.356 -4.137 -1.257
C -3.028 -5.388 -0.752
C -2.890 -5.568 0.621
C -3.085 -4.498 1.484
H -0.937 -2.875 3.161
H -2.452 -2.732 4.060
H -0.578 -1.581 5.234
H -1.860 -0.449 4.774
H 1.000 0.266 5.233
H 1.775 0.534 3.671
H 1.772 -1.483 6.566
H 2.901 -3.664 6.839
H 3.700 -4.904 4.854
H 3.371 -3.955 2.590
H 2.254 -1.768 2.311
H -4.167 -1.284 1.378
H -4.197 -2.343 2.781
H -3.789 -2.084 -0.790
H -3.478 -3.994 -2.325
H -2.897 -6.229 -1.424
H -2.650 -6.546 1.020
H -3.013 -4.661 2.556
F 6.657 2.757 -2.891
C 6.320 1.775 -2.046
F 6.833 0.629 -2.504
F 6.883 2.043 -0.858
C 4.820 1.693 -1.901
C 4.132 2.799 -1.432
C 2.764 2.707 -1.305
N 2.079 1.596 -1.605
C 2.756 0.538 -2.064
C 4.128 0.545 -2.231
H 4.649 3.715 -1.177
H 2.185 3.553 -0.954
H 2.177 -0.339 -2.314
H 4.638 -0.327 -2.613
```

expectation value of S² = 0.751
energy above the lowest of the compared OMol25 structures with the same formula, charge and spin = 14.4 kJ/mol
charge = +1
F_max = 0.755 eV/A
spin multiplicity = 2
electronic energy = -3725.7743 Ha
Kohn-Sham gap (spin up / spin down) = 0.185 / 0.185 Ha

(2)
Entry from the OMol25 dataset: C42H34N4O2S4Ti as an isolated structure in a non-equilibrium geometry (wB97M-V/def2-TZVPD).

The geometry in XYZ format:
```
87
C42H34N4O2S4Ti | the OMol25 dataset | wB97M-V/def2-TZVPD
Ti -0.174 -0.430 0.680
S 1.745 -0.137 3.223
C 0.468 -0.287 4.451
C 0.717 0.256 5.708
C -0.196 0.131 6.741
C -1.387 -0.545 6.525
C -1.632 -1.131 5.293
C -0.715 -1.017 4.256
S -0.990 -1.930 2.757
C -2.622 -1.355 2.168
C -2.731 -1.918 0.764
C -3.804 -2.676 0.343
C -3.744 -3.284 -0.907
C -2.602 -3.130 -1.674
C -1.561 -2.337 -1.206
C -0.297 -2.183 -2.012
S 0.538 -0.559 -1.823
C 2.234 -1.058 -1.727
C 3.110 -0.633 -2.720
C 4.455 -0.957 -2.647
C 4.901 -1.726 -1.576
C 4.029 -2.150 -0.589
C 2.668 -1.814 -0.626
S 1.562 -2.311 0.625
N -1.646 -1.726 -0.015
H 1.639 0.803 5.859
H 0.018 0.570 7.707
H -2.116 -0.639 7.320
H -2.537 -1.706 5.143
H -2.593 -0.262 2.201
H -3.439 -1.734 2.780
H -4.658 -2.808 0.993
H -4.567 -3.891 -1.260
H -2.504 -3.606 -2.642
H -0.510 -2.357 -3.066
H 0.431 -2.915 -1.651
H 2.728 -0.049 -3.548
H 5.141 -0.625 -3.414
H 5.950 -1.994 -1.506
H 4.394 -2.735 0.246
C 1.000 2.884 3.347
O -0.218 2.144 3.465
C -0.324 1.304 2.302
N 1.063 0.972 1.977
C 1.698 2.316 2.106
C 3.202 2.288 2.084
C 3.962 3.068 2.944
C 5.350 3.037 2.882
C 5.987 2.222 1.961
C 5.232 1.442 1.094
C 3.849 1.480 1.150
C -1.046 2.027 1.258
C -1.616 3.296 1.533
C -2.266 3.968 0.546
C -2.425 3.354 -0.698
C -1.953 2.073 -0.864
N -1.268 1.393 0.077
C -2.399 1.388 -2.111
N -2.379 0.153 -2.345
C -3.114 -0.078 -3.597
C -3.386 1.345 -4.119
O -3.012 2.198 -3.016
C -2.344 -0.964 -4.545
C -1.085 -0.580 -5.002
C -0.363 -1.408 -5.845
C -0.896 -2.625 -6.252
C -2.155 -3.006 -5.817
C -2.875 -2.175 -4.967
H 0.794 3.954 3.244
H 1.591 2.719 4.252
H 1.357 2.859 1.217
H 3.477 3.706 3.674
H 5.932 3.649 3.560
H 7.069 2.193 1.918
H 5.714 0.794 0.373
H 3.268 0.859 0.478
H -1.481 3.712 2.518
H -2.658 4.963 0.717
H -2.957 3.835 -1.502
H -4.045 -0.590 -3.337
H -2.760 1.598 -4.974
H -4.428 1.536 -4.362
H -0.653 0.355 -4.665
H 0.622 -1.108 -6.177
H -0.330 -3.273 -6.909
H -2.579 -3.950 -6.133
H -3.856 -2.477 -4.615
```

expectation value of S² = 2.011
energy above the lowest of the compared OMol25 structures with the same formula, charge and spin = 217.9 kJ/mol
F_max = 1.229 eV/A
spin multiplicity = 3
electronic energy = -4432.6284 Ha
Kohn-Sham gap (spin up / spin down) = 0.213 / 0.258 Ha

(3)
Entry from the OMol25 dataset: C42H35AsF6N9O2S2W as an isolated structure (wB97M-V/def2-TZVPD).

The geometry in XYZ format:
```
98
C42H35AsF6N9O2S2W | the OMol25 dataset | wB97M-V/def2-TZVPD
W 1.035 -0.559 -0.775
C 2.126 -3.707 2.284
C 2.106 -3.078 3.524
C 1.888 -1.722 3.554
C 1.691 -1.006 2.366
N 1.652 -1.626 1.163
C 1.900 -2.961 1.157
N 1.609 0.364 2.535
C 1.996 1.134 1.587
N 2.240 0.776 0.267
C 2.897 1.856 -0.344
N 3.468 1.887 -1.476
C 3.570 0.786 -2.307
C 4.571 0.887 -3.275
C 4.763 -0.121 -4.189
C 3.913 -1.218 -4.140
C 2.943 -1.265 -3.171
N 2.766 -0.304 -2.231
C 2.893 2.993 0.588
C 3.403 4.271 0.457
C 3.314 5.103 1.565
C 2.773 4.651 2.771
C 2.295 3.354 2.902
C 2.340 2.549 1.777
H 2.319 -4.765 2.179
H 2.282 -3.630 4.437
H 1.917 -1.152 4.471
H 1.917 -3.440 0.198
H 5.172 1.784 -3.268
H 5.542 -0.048 -4.936
H 3.981 -2.030 -4.849
H 2.262 -2.093 -3.148
H 3.861 4.599 -0.467
H 3.691 6.116 1.505
H 2.746 5.320 3.620
H 1.912 2.986 3.845
S -0.868 0.671 0.427
C -1.297 -0.286 1.830
N -1.552 0.144 3.065
C -1.597 -0.895 4.096
C -2.300 -2.150 3.602
N -1.775 -2.586 2.304
C -2.015 -3.961 1.843
C -3.090 -4.062 0.782
C -3.029 -5.113 -0.127
C -4.007 -5.255 -1.099
C -5.049 -4.341 -1.176
C -5.114 -3.291 -0.273
C -4.139 -3.154 0.706
C -1.391 -1.628 1.468
S -1.132 -1.816 -0.258
C -1.445 1.551 3.478
C -2.030 2.485 2.451
C -1.280 3.542 1.948
C -1.813 4.378 0.976
C -3.097 4.159 0.501
C -3.858 3.114 1.013
C -3.329 2.285 1.988
H -2.137 -0.503 4.956
H -0.576 -1.128 4.409
H -3.377 -1.983 3.511
H -2.144 -2.951 4.323
H -2.272 -4.543 2.728
H -1.074 -4.356 1.454
H -2.212 -5.823 -0.076
H -3.954 -6.077 -1.799
H -5.811 -4.449 -1.936
H -5.928 -2.580 -0.325
H -4.210 -2.327 1.404
H -0.394 1.782 3.674
H -1.990 1.629 4.420
H -0.275 3.712 2.312
H -1.225 5.203 0.595
H -3.513 4.809 -0.257
H -4.867 2.954 0.658
H -3.928 1.475 2.389
O -0.018 -0.784 -2.559
N -0.292 0.224 -3.319
N 0.100 1.303 -2.829
O 0.688 1.299 -1.641
C -0.051 2.569 -3.505
C -0.775 2.614 -4.688
C -0.901 3.838 -5.322
C -0.316 4.975 -4.778
C 0.401 4.897 -3.594
C 0.544 3.683 -2.938
H -1.227 1.724 -5.100
H -1.459 3.902 -6.245
H -0.421 5.926 -5.283
H 0.859 5.784 -3.177
H 1.108 3.606 -2.021
F 1.381 -2.368 -1.356
As 0.634 -4.704 -2.296
F 2.232 -4.877 -1.753
F 1.251 -4.049 -3.739
F 0.213 -6.221 -2.835
F -0.761 -3.773 -2.526
F 0.150 -4.890 -0.658
```

expectation value of S² = 3.770
energy above the lowest of the compared OMol25 structures with the same formula, charge and spin = 0.0 kJ/mol
charge = +2
F_max = 0.137 eV/A
spin multiplicity = 4
electronic energy = -5962.8207 Ha
Kohn-Sham gap (spin up / spin down) = 0.249 / 0.215 Ha